1.
DFT (ωB97M-V/def2-TZVPD) results for the ion C8H20N2P with charge +1.

Cartesian coordinates (Å):
C 3.204 0.463 0.110
C -5.032 -1.102 0.048
C 2.038 1.302 0.723
C -3.943 -0.058 -0.309
C 0.778 1.151 -0.251
C -2.540 -0.634 -0.059
C -0.391 0.625 0.483
C -1.329 0.104 -0.638
N 3.665 1.046 -0.957
N 3.797 -0.576 0.721
P 5.017 -1.656 -0.068
H -4.732 -2.058 -0.300
H -5.984 -0.685 -0.474
H -5.148 -1.194 1.102
H 1.679 1.010 1.663
H 2.066 2.329 0.788
H -4.016 0.155 -1.412
H -4.065 0.925 0.307
H 0.554 2.013 -0.764
H 1.160 0.392 -1.023
H -2.358 -0.822 1.103
H -2.609 -1.609 -0.459
H -0.109 -0.369 0.953
H -0.804 1.236 1.235
H -1.614 0.942 -1.338
H -0.675 -0.506 -1.205
H 3.089 1.784 -1.278
H 3.991 0.472 -1.725
H 3.449 -0.653 1.660
H 6.121 -1.310 0.746
H 4.741 -2.717 0.617

structure (SMILES)	CCCCCCC/C(N)=[NH+]/P
energy above the lowest of the compared OMol25 structures with the same formula, charge and spin	0.0	kcal per mole
net charge	+1
E_LUMO	-3.512	eV

***

2.
DFT (ωB97M-V/def2-TZVPD) results for the molecule C8H20N3O3P.

Cartesian coordinates (Å):
O 0.285 -2.989 3.816
O 2.645 -2.647 4.011
O 0.918 -1.302 5.440
N -0.592 1.286 -4.113
N -0.235 0.256 0.877
N 2.375 -0.830 1.588
C 0.593 1.322 -3.231
C -1.852 1.766 -3.508
C -1.307 0.086 -0.105
C -0.046 -0.800 1.875
C 0.325 0.515 -1.965
C -2.181 0.933 -2.328
C -0.990 0.941 -1.330
C 1.283 -0.662 2.593
P 1.257 -1.898 4.015
H 2.635 -3.035 3.100
H 0.742 -2.081 5.956
H -0.752 0.336 -4.472
H -0.256 1.194 1.273
H 3.239 -0.351 1.870
H 2.050 -0.503 0.678
H 1.469 0.973 -3.786
H 0.805 2.380 -2.924
H -1.703 2.796 -3.140
H -2.663 1.764 -4.233
H -2.262 0.357 0.353
H -1.337 -0.955 -0.361
H -0.005 -1.786 1.416
H -0.870 -0.777 2.567
H 1.152 0.713 -1.262
H 0.250 -0.550 -2.183
H -3.068 1.364 -1.830
H -2.392 -0.088 -2.663
H -0.833 1.948 -1.017
H 1.322 0.326 3.024

structure (SMILES)	N[C@@H](CNCC1CCNCC1)P(=O)(O)O
energy above the lowest of the compared OMol25 structures with the same formula, charge and spin	0.0	kcal per mole
net charge	0
E_LUMO	0.652	eV

***

3.
DFT (ωB97M-V/def2-TZVPD) results for the ion C8H20N3O4 with charge +1.

Cartesian coordinates (Å):
N 0.997 -2.104 1.935
C 0.966 -0.787 1.574
N 0.025 0.106 2.109
C -1.336 -0.008 1.536
O -1.525 1.059 0.672
C -2.807 1.655 0.647
O -3.514 1.364 -0.511
C -3.492 0.010 -0.913
C -4.485 -0.185 -2.047
O -3.904 -0.083 -3.342
N 1.851 -0.288 0.768
C 2.945 -1.019 0.110
C 3.465 -0.182 -1.069
C 4.624 0.734 -0.688
O 4.082 2.026 -0.413
H 0.127 -2.427 2.338
H 1.292 -2.753 1.216
H -0.005 -0.001 3.116
H -2.047 -0.021 2.358
H -1.425 -0.949 0.981
H -3.394 1.369 1.526
H -2.662 2.731 0.656
H -2.490 -0.268 -1.248
H -3.762 -0.662 -0.090
H -4.943 -1.167 -1.972
H -5.246 0.586 -1.947
H -3.026 0.287 -3.256
H 1.794 0.710 0.610
H 3.711 -1.180 0.862
H 2.582 -1.975 -0.260
H 3.768 -0.844 -1.872
H 2.637 0.432 -1.414
H 5.133 0.372 0.205
H 5.341 0.776 -1.504
H 4.720 2.687 -0.672

structure (SMILES)	N/C(NCOCOCCO)=[NH+]\CCCO
energy above the lowest of the compared OMol25 structures with the same formula, charge and spin	13.1	kcal per mole
net charge	+1
E_LUMO	-3.260	eV

***

4.
DFT (ωB97M-V/def2-TZVPD) results for a structure of composition C8H20N4O2.

Cartesian coordinates (Å):
C -3.260 2.465 -0.155
C -3.436 0.153 0.495
C -2.703 -0.425 -0.758
C -1.360 -0.633 -0.316
C -0.388 -1.533 -1.083
C 1.016 -1.777 -0.256
C 1.637 -0.369 -0.085
C 3.370 -1.281 1.226
H -2.757 1.696 -1.124
H -2.851 3.640 -0.193
H -4.308 2.587 -0.396
H -2.185 1.187 1.155
H -4.420 0.208 0.045
H -3.241 -0.609 1.354
H -2.705 0.094 -1.609
H -3.237 -1.354 -0.966
H -1.638 -0.938 0.849
H -0.946 0.380 -0.333
H -0.852 -2.523 -1.540
H 0.135 -0.940 -2.006
H 1.675 -2.669 -0.574
H 0.927 -2.054 0.816
H 1.582 0.092 -0.920
H 1.261 0.010 0.846
H 3.587 -0.291 2.256
H 1.839 -1.899 1.944
H 4.402 -2.122 1.085
H 3.228 2.515 0.097
N -3.103 1.442 0.959
N 3.072 -0.639 -0.007
N 3.690 0.521 0.181
N 4.434 1.045 -0.976
O 3.091 1.678 0.931
O 4.444 2.344 -0.940

energy above the lowest of the compared OMol25 structures with the same formula, charge and spin	262.7	kcal per mole
net charge	0
E_LUMO	-0.656	eV

***

5.
DFT (ωB97M-V/def2-TZVPD) results for the ion C8H20N4O2 with charge +2.

Cartesian coordinates (Å):
C 0.464 -2.812 1.130
C 1.303 -0.641 0.918
C -0.485 -0.723 0.621
C 3.366 0.229 0.077
C -1.325 -0.414 2.805
C -0.720 -0.280 -0.855
C -0.702 1.237 -1.028
C -1.504 1.572 -2.201
N -0.666 -2.161 0.861
N 1.528 -1.973 1.250
N 0.497 -4.141 1.292
N -1.509 3.113 -2.408
O 2.029 -0.222 -0.222
O -1.297 0.041 1.431
H 1.530 0.170 1.744
H 3.277 1.190 0.526
H 3.790 0.289 -0.820
H 3.921 -0.450 0.776
H -0.541 -0.022 3.339
H -1.333 -1.556 2.881
H -2.176 -0.007 3.183
H -0.019 -0.685 -1.436
H -1.682 -0.691 -1.108
H -1.014 1.523 0.049
H 0.402 1.605 -1.172
H -1.195 1.128 -3.082
H -2.646 1.368 -2.072
H -1.404 -2.904 0.614
H 2.408 -2.277 1.517
H -0.263 -4.800 1.162
H 1.473 -4.673 1.183
H -1.087 3.365 -3.339
H -1.008 3.487 -1.578
H -2.352 3.586 -2.492

structure (SMILES)	CO[C@@H]1NC(=[NH2+])N[C@@]1(CCC[NH3+])OC
energy above the lowest of the compared OMol25 structures with the same formula, charge and spin	0.0	kcal per mole
net charge	+2
E_LUMO	-5.622	eV

***

6.
DFT (ωB97M-V/def2-TZVPD) results for a structure of composition C8H20N7.

Cartesian coordinates (Å):
C -2.014 1.509 0.819
C 2.894 1.156 1.444
C 2.155 2.098 2.465
C -1.221 0.809 1.864
C -0.313 -1.862 -1.387
C -1.397 -2.677 -2.191
C -0.564 0.514 -0.932
C 0.728 0.673 0.608
N -1.554 1.451 -0.520
N -0.984 -0.740 -0.844
N 2.005 0.883 0.464
N 0.856 1.586 2.798
N 0.252 0.997 1.740
N 0.359 0.828 -1.905
N -0.648 -3.449 -3.174
H -3.119 1.005 0.804
H -2.235 2.498 1.069
H 3.825 1.772 1.058
H 3.484 0.168 1.803
H 2.639 2.302 3.360
H 2.026 3.071 1.937
H -1.632 1.083 2.778
H -1.289 -0.320 1.868
H 0.243 -2.499 -0.715
H 0.466 -1.589 -2.101
H -1.930 -3.373 -1.518
H -2.218 -2.068 -2.663
H -1.339 2.383 -0.928
H -1.897 -0.800 -0.260
H 2.248 0.505 -0.520
H 0.927 0.898 3.535
H 0.367 0.164 -2.565
H 0.429 1.817 -2.273
H -0.063 -4.133 -2.726
H -1.199 -3.747 -3.836

energy above the lowest of the compared OMol25 structures with the same formula, charge and spin	45.1	kcal per mole
net charge	+1
E_LUMO	-2.386	eV

***

7.
DFT (ωB97M-V/def2-TZVPD) results for a cluster of 4 separate species, C8H20O3 in total.

Cartesian coordinates (Å):
C -0.814 -1.133 -2.000
C -1.045 -0.245 -0.754
C -0.399 -0.867 0.487
C -0.802 -2.062 0.906
C 0.448 0.683 2.273
C 0.670 -0.060 1.184
C 1.992 -0.046 0.460
C -0.868 0.483 3.018
H -1.501 -0.817 -2.783
H -1.133 -2.134 -1.735
H 0.217 -1.080 -2.344
H -2.076 -0.133 -0.456
H -0.701 0.758 -1.016
H -1.593 -2.628 0.396
H -0.330 -2.602 1.731
H 1.069 1.533 2.493
H 2.748 0.132 1.237
H 2.248 -1.056 0.158
H 2.082 0.485 -0.466
H -1.715 0.536 2.338
H -1.145 1.275 3.731
H -0.936 -0.554 3.406
H 0.861 3.000 -3.196
H 0.060 2.333 -2.133
O 0.239 2.267 -3.088
H 2.680 -2.164 -0.719
H 1.606 -3.187 -0.666
O 2.360 -2.927 -1.211
H -2.165 3.249 -0.252
H -0.811 3.918 -0.463
O -1.249 3.043 -0.536

expectation value of S²	0.750
multiplicity	2
energy above the lowest of the compared OMol25 structures with the same formula, charge and spin	20.4	kcal per mole
net charge	-1
E_LUMO (alpha / beta)	3.084 / 2.991	eV

***

8.
DFT (ωB97M-V/def2-TZVPD) results for a structure of composition C8H21AlI2OP2.

Cartesian coordinates (Å):
I -0.021 -2.268 -4.267
I -0.033 2.639 -3.304
Al -0.006 0.474 0.276
P -2.415 0.025 0.020
C -3.058 -0.256 -1.658
C -2.940 -1.427 0.993
H -3.995 -1.376 1.185
H -4.391 1.115 0.921
H -2.402 -1.476 1.939
H -2.904 1.600 1.812
H -2.724 -1.211 -2.046
H -2.712 -2.355 0.424
C -3.285 1.373 0.791
H -4.177 -0.253 -1.603
H -3.220 2.306 0.200
H -2.748 0.533 -2.350
P 2.414 0.010 0.030
C 3.065 -0.274 -1.643
C 3.290 1.354 0.807
H 2.386 -1.493 1.948
H 3.983 -1.400 1.197
H 2.697 -2.370 0.431
C 2.927 -1.448 1.000
H 2.908 1.581 1.823
H 4.393 1.086 0.938
H 4.184 -0.276 -1.581
H 2.764 0.520 -2.337
H 3.232 2.285 0.216
H 2.728 -1.225 -2.034
C 0.020 -0.202 -1.209
O 0.044 -0.865 -2.246
C -0.001 0.764 2.044
H 0.875 0.336 2.481
H -0.881 0.343 2.481
H 0.003 1.831 2.321

energy above the lowest of the compared OMol25 structures with the same formula, charge and spin	73.9	kcal per mole
net charge	+2
E_LUMO (alpha / beta)	-9.897 / -9.901	eV